1.
{"formula": "CH2N2O3S", "method": "ωB97M-V with the def2-TZVPD basis set", "homo_lumo_gap_ha": 0.394, "lumo_energy_ev": 0.4, "homo_energy_ha": -0.3784, "energy_ev": -21025.9998, "de_lowest_kj_mol": 40.90, "spin_multiplicity": 1, "symbols": ["C", "N", "N", "O", "O", "O", "S", "H", "H"], "xyz": [[-0.545, -0.077, 0.456], [0.937, 2.211, -1.016], [1.079, 2.105, 0.079], [0.798, -2.103, -0.473], [-0.956, -1.147, 1.229], [-1.003, 0.004, -0.736], [0.696, -1.355, 0.780], [-0.655, 0.793, 1.044], [-0.351, -0.431, -1.364]], "mulliken_charge": [-0.07, -0.01, 0.02, -0.55, -0.38, -0.43, 0.47, 0.58, 0.36]}

---

2.
{"formula": "C5H11NO2", "method": "ωB97M-V with the def2-TZVPD basis set", "homo_lumo_gap_ha": 0.362, "lumo_energy_ev": 0.5, "homo_energy_ha": -0.3438, "energy_ev": -10942.2129, "de_lowest_kj_mol": 680.61, "spin_multiplicity": 1, "symbols": ["C", "C", "C", "C", "C", "H", "H", "H", "H", "H", "H", "H", "H", "H", "H", "H", "N", "O", "O"], "xyz": [[-2.260, 1.248, -0.324], [0.100, 0.489, -0.485], [1.122, -0.423, -0.085], [1.066, -1.756, -0.738], [1.073, -0.522, 1.416], [-2.682, 1.109, -1.178], [-2.115, 2.525, -0.054], [-2.939, 1.131, 0.344], [-1.417, -0.372, 0.104], [0.061, 0.655, -1.432], [0.456, 1.631, -0.369], [2.268, 0.158, -0.017], [1.768, -2.370, -0.477], [-0.279, -2.158, -0.699], [1.005, -1.540, -1.890], [1.873, 0.939, 1.621], [-1.118, 0.458, 0.213], [1.586, 0.319, 2.158], [0.434, -1.522, 1.893]], "mulliken_charge": [-1.31, -1.22, 0.59, -1.46, 0.46, 0.50, 0.23, 0.55, 0.15, 0.74, 0.32, 0.28, 0.49, 0.21, 0.32, 0.30, -0.13, -0.38, -0.64]}

---

3.
{"formula": "C27H30IrN3O5P2", "method": "ωB97M-V with the def2-TZVPD basis set", "homo_lumo_gap_ha": 0.254, "lumo_energy_ev": -7.7, "homo_energy_ha": -0.5353, "energy_ev": -64595.9220, "total_charge": 2, "de_lowest_kj_mol": 129.70, "spin_multiplicity": 1, "symbols": ["Ir", "O", "N", "N", "O", "C", "C", "C", "C", "C", "C", "H", "H", "H", "H", "H", "N", "C", "C", "C", "C", "C", "C", "P", "C", "C", "C", "C", "C", "C", "C", "C", "C", "C", "C", "C", "H", "H", "H", "H", "H", "H", "H", "H", "H", "H", "H", "H", "H", "H", "H", "H", "C", "O", "P", "O", "C", "O", "C", "H", "H", "H", "H", "H", "H", "H", "H", "H"], "xyz": [[-0.428, -1.192, 0.394], [-0.074, -3.201, 0.525], [1.172, -3.532, 0.606], [1.960, -2.570, 0.587], [1.520, -1.270, 0.541], [3.393, -2.735, 0.612], [3.931, -3.930, 0.155], [5.306, -4.080, 0.201], [6.109, -3.053, 0.682], [5.542, -1.868, 1.128], [4.167, -1.695, 1.100], [3.294, -4.719, -0.217], [5.751, -5.002, -0.145], [7.182, -3.181, 0.710], [6.171, -1.074, 1.508], [3.710, -0.783, 1.456], [-0.785, -1.194, 2.601], [-1.688, -0.139, 3.069], [-2.234, -0.216, 4.341], [-3.094, 0.779, 4.773], [-3.413, 1.844, 3.938], [-2.864, 1.916, 2.671], [-1.985, 0.924, 2.225], [-1.191, 1.037, 0.603], [-2.486, 1.522, -0.544], [-3.750, 0.939, -0.439], [-4.728, 1.235, -1.374], [-4.450, 2.115, -2.412], [-3.194, 2.700, -2.516], [-2.207, 2.402, -1.590], [0.076, 2.311, 0.625], [-0.290, 3.627, 0.917], [0.675, 4.618, 0.955], [2.004, 4.303, 0.697], [2.368, 2.999, 0.397], [1.406, 1.999, 0.360], [0.097, -1.132, 3.110], [-1.173, -2.107, 2.834], [-1.993, -1.051, 4.989], [-3.524, 0.720, 5.764], [-4.093, 2.613, 4.276], [-3.131, 2.736, 2.016], [-3.983, 0.271, 0.383], [-5.711, 0.793, -1.285], [-5.217, 2.354, -3.136], [-2.987, 3.400, -3.315], [-1.230, 2.862, -1.670], [-1.325, 3.885, 1.107], [0.392, 5.637, 1.183], [2.756, 5.080, 0.725], [3.401, 2.759, 0.187], [1.692, 0.985, 0.115], [2.108, -1.961, -2.685], [0.685, -2.164, -2.489], [-0.287, -1.114, -1.832], [-1.686, -1.453, -2.458], [-2.192, -2.816, -2.528], [0.074, 0.311, -2.370], [0.023, 0.620, -3.794], [2.336, -2.288, -3.694], [2.655, -2.567, -1.968], [2.368, -0.910, -2.562], [-3.221, -2.734, -2.858], [-2.146, -3.292, -1.549], [-1.607, -3.383, -3.247], [0.737, 1.421, -3.956], [-0.985, 0.942, -4.041], [0.292, -0.251, -4.389]], "mulliken_charge": [2.19, -0.49, -0.31, 0.89, -0.68, 0.29, -0.06, -0.71, -0.51, -0.68, -0.58, 0.52, 0.41, 0.42, 0.41, 0.44, -0.55, 0.38, -0.61, -0.67, -0.83, -0.66, 0.18, 0.43, 0.92, -0.63, -0.86, -0.54, -0.72, -0.74, 0.72, -0.07, -0.80, -0.67, -0.86, -0.05, 0.38, 0.45, 0.48, 0.44, 0.47, 0.35, 0.44, 0.48, 0.45, 0.49, 0.46, 0.30, 0.46, 0.42, 0.50, 0.17, -0.61, -0.26, 0.44, -0.13, -0.81, -0.02, -0.89, 0.36, 0.11, 0.32, 0.25, 0.38, 0.29, 0.27, 0.26, 0.42]}